The following is a DFT calculation (ωB97M-V with the def2-TZVPD basis set) of one molecule with the formula C18H17N3O3S3 at a distorted geometry.

Kohn-Sham gap (eV): 8.35
Max |F| (hartree/bohr): 0.0260
ΔE to the lowest compared entry with this formula, charge and spin (kJ/mol): 46.8
Electronic energy (hartree): -2280.68829
Net charge: 0

CARTESIAN COORDINATES (ANGSTROEM)
C 5.906 1.239 0.306
S 4.897 -0.220 0.652
O 5.635 -1.388 0.278
O 4.385 -0.117 1.983
N 3.661 -0.033 -0.454
C 3.601 -0.878 -1.643
C 2.117 -0.934 -2.053
C 1.452 -0.014 -1.067
C 0.139 0.372 -0.971
C -0.246 1.241 0.058
C -1.646 1.622 0.168
C -2.163 2.667 0.880
S -3.881 2.716 0.761
C -3.778 1.284 -0.271
N -4.927 0.709 -0.732
C -5.144 -0.585 -1.159
O -6.241 -0.897 -1.555
C -3.972 -1.536 -1.084
C -3.391 -1.640 0.289
C -2.095 -1.868 0.632
C -1.886 -1.893 2.030
C -3.027 -1.689 2.731
S -4.387 -1.466 1.700
N -2.584 0.875 -0.485
C 0.709 1.690 0.968
C 2.038 1.309 0.873
C 2.399 0.452 -0.150
H 5.282 2.114 0.428
H 6.728 1.253 1.011
H 6.274 1.154 -0.707
H 4.017 -1.857 -1.401
H 4.219 -0.427 -2.426
H 1.972 -0.593 -3.079
H 1.713 -1.945 -1.976
H -0.604 0.024 -1.672
H -1.651 3.414 1.450
H -5.767 1.275 -0.683
H -4.335 -2.512 -1.423
H -3.192 -1.193 -1.767
H -1.308 -1.998 -0.087
H -0.924 -2.049 2.484
H -3.166 -1.655 3.793
H 0.409 2.340 1.775
H 2.762 1.639 1.598


The following is a DFT calculation (ωB97M-V with the def2-TZVPD basis set) of one molecule with the formula C18H17NO3 at a distorted geometry.

Kohn-Sham gap (eV): 9.52
Max |F| (hartree/bohr): 0.0201
ΔE to the lowest compared entry with this formula, charge and spin (kJ/mol): 171.1
Electronic energy (hartree): -976.56032
Net charge: 0

CARTESIAN COORDINATES (ANGSTROEM)
C -4.848 -1.929 -0.534
C -3.487 -1.395 -0.204
C -2.350 -2.026 -0.699
C -1.089 -1.549 -0.400
C -0.932 -0.424 0.402
C 0.454 0.092 0.707
N 1.184 0.374 -0.511
C 0.652 1.461 -1.322
C 0.716 2.762 -0.596
C -0.269 3.552 -0.077
C 0.384 4.660 0.518
C 1.713 4.456 0.321
O 1.924 3.313 -0.351
C 2.137 -0.422 -1.053
O 2.554 -0.274 -2.187
C 2.711 -1.472 -0.165
C 3.374 -1.382 1.031
C 3.842 -2.684 1.320
C 3.434 -3.464 0.282
O 2.759 -2.739 -0.620
C -2.063 0.211 0.892
C -3.325 -0.273 0.595
H -4.959 -2.942 -0.150
H -4.989 -1.966 -1.614
H -5.627 -1.306 -0.102
H -2.457 -2.901 -1.324
H -0.216 -2.048 -0.796
H 1.003 -0.654 1.284
H 0.388 1.012 1.298
H 1.266 1.495 -2.227
H -0.388 1.253 -1.592
H -1.323 3.370 -0.122
H -0.076 5.486 1.020
H 2.576 5.028 0.598
H 3.521 -0.497 1.616
H 4.404 -2.990 2.178
H 3.552 -4.510 0.081
H -1.956 1.088 1.514
H -4.195 0.233 0.988


The following is a DFT calculation (ωB97M-V with the def2-TZVPD basis set) of one molecule with the formula C18H17NO3 at a distorted geometry.

Kohn-Sham gap (eV): 8.80
Max |F| (hartree/bohr): 0.0212
ΔE to the lowest compared entry with this formula, charge and spin (kJ/mol): 46.7
Electronic energy (hartree): -976.60769
Net charge: 0

CARTESIAN COORDINATES (ANGSTROEM)
C -0.943 2.692 0.470
O -0.090 1.756 -0.138
C 1.267 1.892 0.041
C 1.887 2.961 0.662
C 3.270 2.980 0.792
C 4.033 1.937 0.307
C 3.424 0.862 -0.321
C 2.047 0.832 -0.460
N 1.349 -0.213 -1.071
C 1.725 -1.508 -1.213
O 2.844 -1.930 -1.026
C 0.584 -2.423 -1.671
C -0.777 -1.910 -1.351
C -1.827 -1.736 -2.192
O -2.916 -1.215 -1.573
C -2.566 -1.031 -0.278
C -3.338 -0.488 0.737
C -2.764 -0.365 1.989
C -3.539 0.219 3.132
C -1.444 -0.790 2.203
C -0.675 -1.331 1.200
C -1.241 -1.453 -0.068
H -0.778 2.739 1.550
H -1.953 2.335 0.276
H -0.819 3.690 0.037
H 1.308 3.783 1.052
H 3.741 3.820 1.279
H 5.107 1.954 0.414
H 4.005 0.035 -0.694
H 0.367 0.000 -1.196
H 0.683 -2.571 -2.750
H 0.753 -3.392 -1.192
H -1.929 -1.944 -3.240
H -4.351 -0.169 0.546
H -4.516 0.563 2.805
H -3.000 1.059 3.568
H -3.678 -0.527 3.913
H -1.025 -0.680 3.193
H 0.341 -1.647 1.383


The following is a DFT calculation (ωB97M-V with the def2-TZVPD basis set) of a 11-piece molecular cluster, C18H18BCl40O4 overall.

Kohn-Sham gap (eV): 5.49
Max |F| (hartree/bohr): 0.0155
ΔE to the lowest compared entry with this formula, charge and spin (kJ/mol): 0.0
Electronic energy (hartree): -19430.02475
Net charge: -1

CARTESIAN COORDINATES (ANGSTROEM)
C 0.514 3.532 3.149
C -0.759 3.535 2.291
C -0.699 4.524 1.111
C -0.370 3.864 -0.224
C 1.053 3.308 -0.312
C 1.398 2.598 -1.627
O 1.085 3.367 -2.742
B -0.142 2.789 -3.392
O -0.082 1.334 -3.011
C 0.737 1.198 -1.896
C 0.065 0.513 -0.712
O -0.687 -0.641 -1.075
O 0.281 -1.626 -1.504
H 0.441 4.284 3.938
H 0.664 2.569 3.635
H 1.382 3.755 2.529
H -0.914 2.533 1.878
H -1.629 3.748 2.917
H 0.027 5.315 1.333
H -1.680 4.997 1.006
H -0.473 4.584 -1.037
H -1.100 3.086 -0.454
H 1.720 4.181 -0.264
H 1.319 2.673 0.543
H 2.475 2.384 -1.594
H -1.153 3.309 -2.862
H -0.204 2.976 -4.598
H 1.578 0.537 -2.165
H -0.694 1.140 -0.242
H 0.814 0.204 0.028
H -0.303 -2.219 -1.996
C 5.418 2.193 -0.865
Cl 5.410 3.120 -2.361
Cl 4.599 3.116 0.397
Cl 4.585 0.658 -1.121
Cl 7.092 1.876 -0.367
C 1.979 -0.461 3.863
Cl 2.545 -2.060 4.369
Cl 0.300 -0.579 3.329
Cl 2.091 0.657 5.229
Cl 2.975 0.109 2.529
C 3.782 -5.468 5.699
Cl 5.337 -4.658 5.909
Cl 3.950 -7.184 6.086
Cl 2.584 -4.724 6.763
Cl 3.232 -5.289 4.031
C -2.806 -4.430 -3.962
Cl -2.712 -3.601 -5.513
Cl -3.708 -3.457 -2.809
Cl -3.615 -5.995 -4.177
Cl -1.171 -4.713 -3.342
C -1.152 -3.528 8.946
Cl -0.886 -5.195 9.467
Cl -2.682 -3.409 8.081
Cl -1.168 -2.464 10.355
Cl 0.144 -3.045 7.846
C -4.116 -3.925 4.091
Cl -2.594 -3.227 4.640
Cl -4.097 -5.671 4.372
Cl -5.451 -3.204 5.005
Cl -4.337 -3.604 2.373
C -4.256 0.747 -4.355
Cl -4.333 1.609 -5.909
Cl -5.220 1.639 -3.162
Cl -4.991 -0.858 -4.583
Cl -2.608 0.612 -3.814
C -9.157 -1.016 -6.525
Cl -7.692 -0.063 -6.376
Cl -8.804 -2.707 -6.136
Cl -10.387 -0.407 -5.408
Cl -9.779 -0.920 -8.181
C 7.556 5.579 -4.901
Cl 8.069 4.649 -6.315
Cl 5.813 5.424 -4.697
Cl 8.391 4.975 -3.469
Cl 7.969 7.284 -5.143
C 1.920 -5.309 -0.392
Cl 2.439 -6.995 -0.234
Cl 0.213 -5.260 -0.832
Cl 2.156 -4.481 1.149
Cl 2.873 -4.511 -1.642


The following is a DFT calculation (ωB97M-V with the def2-TZVPD basis set) of a 2-piece molecular cluster, C18H18BF3N3O2 overall at a distorted geometry.

Kohn-Sham gap (eV): 6.18
Max |F| (hartree/bohr): 0.2030
Electronic energy (hartree): -1335.02246
Net charge: +1

CARTESIAN COORDINATES (ANGSTROEM)
C -2.317 -1.394 -1.502
C -1.711 -0.114 -1.623
C -0.877 1.303 -1.670
C 0.531 1.171 -0.845
C 0.561 1.572 0.780
C 2.083 1.409 1.459
C 2.138 1.756 3.095
O 1.872 0.514 3.844
C 3.099 -0.029 4.464
F 3.420 0.653 5.773
F 2.823 -1.482 4.757
F 4.275 -0.007 3.524
N 3.302 0.964 0.731
N 3.175 0.657 -0.589
B 4.502 0.226 -1.271
C 5.229 -1.112 -0.566
O 5.094 0.912 -2.437
C 1.980 0.662 -1.507
C 1.929 0.228 -3.085
C 2.328 1.545 -4.036
C 2.505 2.702 -4.854
H -2.607 -2.496 -1.147
H -1.565 2.207 -1.303
H -0.612 1.573 -2.803
H -0.385 1.925 1.373
H 1.239 2.517 3.289
H 3.138 2.292 3.382
H 6.301 -1.289 -1.060
H 4.551 -2.080 -0.737
H 5.351 -0.962 0.612
H 5.756 0.231 -2.813
H 0.816 -0.049 -3.418
H 2.571 -0.722 -3.361
H 2.306 3.816 -5.237
N -5.245 -1.507 -0.017
C -5.477 -0.900 1.168
C -6.638 -1.067 1.905
C -7.626 -1.904 1.397
C -7.418 -2.542 0.178
C -6.222 -2.315 -0.484
H -4.678 -0.255 1.521
H -6.770 -0.557 2.852
H -8.551 -2.058 1.945
H -8.168 -3.200 -0.245
H -6.010 -2.793 -1.437


The following is a DFT calculation (ωB97M-V with the def2-TZVPD basis set) of C18H18BF6N9O4RuS4 as an isolated structure at a distorted geometry.

Kohn-Sham gap (spin up / spin down) (eV): 6.20 / 6.79
Max |F| (hartree/bohr): 0.0224
ΔE to the lowest compared entry with this formula, charge and spin (kJ/mol): 114.8
Electronic energy (hartree): -3802.29926
Net charge: 0

CARTESIAN COORDINATES (ANGSTROEM)
Ru -0.102 0.245 -0.560
C 2.787 1.828 2.186
C 2.317 1.563 0.902
N 1.090 1.064 0.963
N 0.756 0.955 2.275
C 1.765 1.436 3.025
B -0.683 0.470 2.544
N -1.637 1.337 1.663
C -2.423 2.366 1.989
C -3.007 2.865 0.838
C -2.487 2.079 -0.180
N -1.660 1.155 0.316
N -0.863 -0.983 2.035
C -1.256 -2.081 2.698
C -1.402 -3.112 1.794
C -1.077 -2.550 0.562
N -0.761 -1.266 0.717
N -1.113 0.536 3.994
C -2.382 0.375 4.453
C -2.341 0.387 5.822
C -0.975 0.559 6.120
N -0.242 0.643 5.026
H 3.741 2.237 2.468
H 2.785 1.706 -0.059
H 1.679 1.437 4.096
H -2.538 2.656 3.020
H -3.709 3.675 0.753
H -2.686 2.108 -1.238
H -1.391 -2.057 3.767
H -1.695 -4.126 2.000
H -1.044 -2.992 -0.418
H -3.210 0.250 3.773
H -3.168 0.290 6.504
H -0.497 0.623 7.085
C -1.698 0.259 -4.907
C -1.131 0.552 -3.547
S -1.340 -0.587 -2.345
C -0.481 1.779 -3.294
C -0.373 2.837 -4.360
S 0.112 2.131 -1.771
H -2.248 -0.679 -4.901
H -0.890 0.173 -5.638
H -2.365 1.056 -5.241
H -0.336 2.394 -5.354
H 0.524 3.436 -4.219
H -1.233 3.512 -4.330
F 4.097 -3.982 0.242
C 2.923 -4.086 -0.368
F 2.046 -4.654 0.461
F 3.060 -4.849 -1.446
S 2.241 -2.440 -0.802
O 0.972 -2.732 -1.421
O 2.218 -1.681 0.419
N 3.353 -1.950 -1.826
S 2.993 -0.689 -2.677
O 1.850 0.052 -2.131
O 4.143 0.077 -3.029
C 2.364 -1.303 -4.301
F 3.380 -1.716 -5.051
F 1.752 -0.289 -4.933
F 1.497 -2.296 -4.161